{"formula": "C29H26N3O5S5Ti", "method": "ωB97M-V with the def2-TZVPD basis set", "homo_lumo_gap_ha": [0.18230, 0.18082], "homo_energy_ev": [-2.8, -2.8], "charge": -1, "elements": ["Ti", "O", "C", "O", "C", "C", "C", "C", "C", "O", "C", "C", "O", "O", "H", "H", "H", "H", "H", "H", "H", "H", "C", "C", "C", "C", "C", "C", "N", "C", "C", "C", "C", "C", "N", "C", "C", "C", "C", "C", "C", "N", "H", "H", "H", "H", "H", "H", "H", "H", "H", "H", "H", "H", "H", "H", "H", "C", "S", "C", "C", "S", "S", "C", "S", "S", "H", "H", "H"], "positions_angstrom": [[0.27032, 0.08675, -0.26603], [-0.65906, -1.88062, 2.83394], [-1.11189, -1.21673, 1.91898], [-0.48877, -0.19828, 1.39048], [-2.49242, -1.58676, 1.36335], [-3.29180, -0.43684, 0.72532], [-4.74807, -0.90037, 0.53409], [-4.60885, -1.84755, -0.68398], [-3.09784, -1.75318, -0.94915], [-2.80731, -0.40055, -0.61288], [-2.34597, -2.55237, 0.13762], [-0.87218, -2.75534, -0.27507], [-0.35055, -3.84877, -0.14813], [-0.29695, -1.70293, -0.77425], [-3.03031, -2.05449, 2.18501], [-3.18002, 0.53571, 1.19935], [-5.14069, -1.39719, 1.42146], [-5.38888, -0.04928, 0.30502], [-4.91695, -2.87015, -0.46796], [-5.17491, -1.48508, -1.54176], [-2.77479, -1.95966, -1.96632], [-2.78764, -3.52839, 0.31997], [2.49669, -1.10079, 1.97301], [2.84413, -1.44822, 0.55789], [3.86993, -2.33511, 0.29341], [4.18137, -2.64449, -1.02927], [3.44845, -2.07122, -2.03562], [2.40294, -1.19625, -1.72473], [2.12486, -0.87062, -0.42251], [1.53489, -0.59386, -2.69664], [1.54118, -0.82249, -4.06290], [0.58473, -0.20483, -4.86949], [-0.35661, 0.64571, -4.30190], [-0.31957, 0.87471, -2.93046], [0.61251, 0.25750, -2.14262], [-1.16870, 1.74271, -2.18767], [-2.07248, 2.62868, -2.79171], [-2.78789, 3.50087, -2.02562], [-2.55198, 3.51282, -0.64654], [-1.64793, 2.63724, -0.08341], [-1.38368, 2.78154, 1.37734], [-0.97253, 1.70749, -0.81919], [3.37581, -1.16329, 2.61421], [1.73627, -1.78693, 2.35193], [2.09294, -0.09443, 2.01237], [4.40784, -2.78671, 1.11449], [4.99439, -3.32251, -1.25451], [3.66534, -2.29321, -3.07096], [2.26787, -1.49346, -4.49944], [0.57245, -0.38745, -5.93614], [-1.11552, 1.11325, -4.91314], [-2.18179, 2.61815, -3.86713], [-3.50052, 4.18453, -2.46924], [-3.05967, 4.22339, -0.00938], [-0.46049, 3.34284, 1.49879], [-1.23599, 1.82815, 1.86653], [-2.19284, 3.32722, 1.86437], [1.57015, 0.58480, 4.60314], [1.52784, 2.23406, 3.82021], [2.96225, 2.20133, 2.81672], [3.03322, 2.18012, 1.45853], [1.82020, 2.16899, 0.22397], [4.69489, 2.21545, 0.84691], [5.54936, 2.32708, 2.35067], [7.18412, 2.44711, 2.47595], [4.47947, 2.29943, 3.70570], [1.08343, 0.69232, 5.57112], [2.60698, 0.28690, 4.74300], [1.03722, -0.14639, 4.00091]], "forces_ev_per_angstrom": [[0.78, 1.27, -0.51], [0.06, 0.18, -0.09], [-0.54, -0.30, 0.67], [-0.90, -0.39, 1.82], [0.32, 0.21, -0.17], [-0.17, -0.13, 0.14], [-0.01, 0.04, 0.04], [0.09, 0.00, 0.01], [-0.15, -0.19, 0.15], [0.00, 0.16, -0.10], [0.43, 0.23, -0.33], [-0.24, -0.40, 0.23], [-0.02, 0.15, -0.12], [-0.50, -0.63, 0.06], [-0.01, -0.07, -0.03], [0.09, 0.00, -0.05], [-0.02, 0.00, 0.00], [0.01, 0.00, 0.00], [-0.04, -0.01, -0.02], [0.00, 0.00, 0.01], [0.01, 0.03, 0.00], [0.04, -0.03, 0.04], [-0.06, -0.10, -0.18], [0.06, 0.19, 0.25], [0.03, -0.07, -0.28], [-0.03, 0.07, 0.30], [-0.13, 0.11, -0.23], [0.32, -0.26, 0.61], [1.23, -0.78, -0.91], [0.11, -0.07, -1.18], [0.17, 0.02, 0.85], [-0.42, 0.27, -0.43], [0.43, -0.25, 0.16], [-0.45, 0.55, -0.48], [-0.14, -0.20, 0.19], [0.25, -0.07, 0.01], [-0.27, 0.07, -0.10], [0.05, -0.08, -0.15], [0.11, -0.18, 0.07], [-0.42, 0.25, 0.04], [0.10, -0.07, 0.10], [-0.25, 0.47, -0.87], [0.03, 0.01, -0.03], [-0.05, 0.02, 0.01], [-0.03, -0.02, 0.07], [0.02, 0.07, 0.03], [-0.02, -0.02, -0.03], [-0.02, 0.00, 0.01], [0.01, 0.00, 0.01], [0.01, -0.02, 0.02], [0.02, 0.02, -0.02], [0.00, -0.02, 0.01], [0.02, 0.01, -0.04], [0.01, -0.03, 0.05], [0.17, 0.01, 0.13], [0.07, -0.10, 0.11], [0.00, -0.03, -0.07], [-0.07, 0.21, -0.13], [-0.16, -0.04, -0.05], [0.14, -0.02, -0.11], [0.29, -0.02, 0.35], [-0.11, 0.07, 0.17], [-0.18, 0.06, 0.26], [-0.25, -0.09, -0.01], [0.19, -0.01, 0.00], [-0.01, 0.04, -0.40], [0.03, -0.03, 0.01], [-0.02, -0.05, 0.08], [-0.02, -0.03, 0.02]]}

{"formula": "C14H25N3O3S", "method": "ωB97M-V with the def2-TZVPD basis set", "homo_lumo_gap_ha": 0.31876, "homo_energy_ev": -8.2, "elements": ["C", "C", "C", "C", "C", "C", "C", "O", "C", "C", "C", "C", "C", "O", "C", "O", "N", "N", "C", "N", "S", "H", "H", "H", "H", "H", "H", "H", "H", "H", "H", "H", "H", "H", "H", "H", "H", "H", "H", "H", "H", "H", "H", "H", "H", "H"], "positions_angstrom": [[1.63537, -3.34092, -2.59342], [1.77029, -3.05437, -1.12400], [2.50409, -1.82145, -0.68703], [1.62108, -0.57187, -0.78470], [1.44185, 0.04284, -2.16956], [1.37716, 1.54847, -1.87248], [-0.06820, 2.06184, -1.70947], [-0.80752, 1.28497, -0.80047], [-0.92489, 1.81261, 0.51369], [-2.03196, 2.86380, 0.61917], [-2.06436, 3.57132, 1.97740], [-3.08264, 4.70988, 1.93985], [-2.40285, 2.60525, 3.11015], [2.09350, 1.73022, -0.65407], [2.21791, 0.58025, 0.02048], [2.72861, 0.51038, 1.09938], [1.28300, -3.77379, -0.19436], [0.57524, -4.88843, -0.45117], [0.08738, -5.65401, 0.56355], [0.33188, -5.22067, 1.80829], [-0.75807, -7.02421, 0.21171], [1.99410, -4.34661, -2.81811], [0.59010, -3.28057, -2.90033], [2.21010, -2.63289, -3.18048], [2.79615, -1.93319, 0.35861], [3.40407, -1.68548, -1.29024], [0.64689, -0.79265, -0.33665], [2.30514, -0.17310, -2.80102], [0.53671, -0.29382, -2.66777], [1.87828, 2.15522, -2.63357], [-0.56740, 1.99370, -2.68189], [-0.03354, 3.11255, -1.40373], [0.02898, 2.23707, 0.84857], [-1.16053, 0.94810, 1.13815], [-1.87786, 3.61239, -0.16258], [-2.99372, 2.38375, 0.42819], [-1.07268, 3.99759, 2.16848], [-3.09626, 5.24019, 2.88899], [-4.08006, 4.31849, 1.75160], [-2.83948, 5.42204, 1.15441], [-1.62858, 1.85221, 3.22803], [-3.34835, 2.10506, 2.91190], [-2.49276, 3.14656, 4.04916], [0.38913, -5.21709, -1.39498], [0.01001, -5.76043, 2.59014], [0.87475, -4.38120, 1.93219]], "forces_ev_per_angstrom": [[-0.13, -0.17, 0.22], [0.05, -0.13, -0.09], [-0.19, 0.15, 0.26], [0.21, 0.00, -0.06], [-0.05, 0.16, 0.12], [-0.78, 0.08, -0.42], [0.49, 0.00, -0.10], [0.04, -0.20, -0.16], [-0.26, 0.18, 0.20], [0.39, -0.12, 0.09], [-0.25, -0.03, -0.12], [0.29, -0.11, 0.03], [0.22, 0.18, -0.13], [0.14, 0.49, 0.13], [-0.05, -0.69, 0.20], [0.03, 0.12, 0.03], [0.29, 0.44, 0.58], [0.00, -0.01, -0.74], [-0.04, -0.02, 0.30], [0.20, 0.30, -0.22], [-0.30, -0.49, -0.11], [0.01, -0.06, -0.08], [-0.07, -0.02, -0.09], [0.03, 0.03, -0.06], [0.02, -0.03, -0.09], [0.06, 0.03, 0.00], [0.09, 0.07, 0.00], [0.00, -0.03, -0.02], [-0.01, -0.04, -0.10], [-0.06, -0.09, 0.08], [0.08, 0.08, 0.03], [-0.04, 0.00, -0.03], [-0.01, -0.05, 0.00], [0.09, 0.10, 0.05], [-0.03, 0.01, -0.05], [-0.08, 0.01, -0.04], [-0.01, 0.00, -0.02], [-0.06, 0.09, 0.09], [-0.15, -0.03, -0.02], [-0.02, 0.10, -0.09], [0.04, -0.15, 0.09], [-0.14, -0.09, -0.01], [-0.02, -0.01, 0.13], [0.00, 0.02, 0.27], [-0.03, -0.04, -0.12], [-0.01, 0.00, 0.07]]}